The following is a DFT calculation (the ωB97M-V functional and the def2-TZVPD basis) of 2 unconnected molecules or ions with the total composition C6H10O8S at a distorted geometry.

Structure (XYZ):
```
25
Properties=species:S:1:pos:R:3:forces:R:3:mulliken_charge:R:1
C -1.491 1.106 -1.754 1.307 -2.212 0.526 0.41
C 0.248 -1.535 1.104 -1.300 -0.300 -0.788 -0.09
C -1.019 -1.362 0.077 0.147 -1.316 1.037 -0.22
C 1.276 -0.546 0.523 0.113 -0.898 0.974 0.29
C -0.293 -0.865 -1.178 -0.657 1.934 -0.089 0.45
C 1.216 0.785 1.217 5.245 -0.280 0.377 -0.75
O -0.359 3.279 -0.870 -0.103 0.036 0.424 -0.46
O -1.744 2.091 0.762 0.049 -1.554 3.562 -0.57
O 0.965 -0.361 -0.873 -0.736 -1.322 -0.331 -0.37
O -1.786 1.184 -2.882 -0.239 0.216 -0.327 -0.42
O 0.870 -2.745 0.977 4.454 1.031 -1.179 -0.54
O -2.043 -0.621 0.656 -0.335 -0.930 -0.315 -0.53
O -0.376 -1.685 -2.271 -1.645 -0.383 3.752 -0.49
O 1.817 1.797 0.405 1.273 0.346 -1.054 -0.60
S -1.807 2.614 -0.552 0.234 1.794 -3.742 0.50
H 0.067 -1.615 2.194 -0.844 2.059 -0.436 0.33
H -1.620 -2.287 -0.165 1.544 0.281 0.148 0.38
H 2.308 -1.095 0.653 -1.791 1.428 -0.608 0.25
H 1.932 0.674 2.105 -1.472 0.075 -0.524 0.27
H 0.316 1.205 1.486 -2.259 0.280 0.654 0.46
H 0.290 2.984 -0.185 0.010 -0.169 -0.604 0.35
H 0.365 -3.475 0.925 -3.111 -3.559 -0.178 0.31
H -1.835 0.295 0.697 0.395 1.705 0.235 0.34
H 0.020 -1.346 -3.019 1.590 1.489 -2.517 0.37
H 2.683 1.524 -0.031 -1.869 0.251 1.004 0.34
```
Forces are in eV/Å.

## Properties
Highest occupied orbital energy (alpha / beta): -0.278 / -0.278 hartree

=====

The following is a DFT calculation (the ωB97M-V functional and the def2-TZVPD basis) of a molecular structure, C15H40BF4O5V at a distorted geometry.

Structure (XYZ):
```
66
Properties=species:S:1:pos:R:3:forces:R:3:mulliken_charge:R:1
V 2.358 -2.071 1.320 -1.524 1.217 -2.382 1.32
B -0.499 -0.236 0.559 -1.233 1.682 -0.711 -0.13
F -0.776 0.344 1.747 -0.513 0.457 0.756 -0.32
F 0.531 -1.155 0.783 3.353 -2.403 0.873 0.46
F -1.571 -0.950 0.129 -0.788 -0.272 -0.681 -0.62
F -0.084 0.680 -0.390 0.388 -0.044 -0.099 -0.54
C -3.282 3.511 -0.825 0.207 0.754 0.325 -1.60
C -2.758 2.325 -0.077 -0.075 -0.222 1.336 1.72
C -3.523 2.044 1.206 -1.245 1.091 0.521 -1.53
O -2.950 1.266 -0.909 -0.219 -2.235 -2.231 -0.62
H -2.740 3.699 -1.752 0.175 -0.093 0.108 0.37
H -3.191 4.379 -0.172 -0.260 0.274 -0.208 0.39
H -4.320 3.329 -1.102 -0.054 0.080 0.190 0.37
H -1.698 2.360 0.172 0.291 0.746 -0.009 -0.48
H -3.334 1.103 1.722 0.612 0.147 -0.082 0.20
H -4.597 2.023 1.022 -0.159 -0.220 -0.581 0.43
H -3.490 2.905 1.873 0.591 -0.106 0.467 0.35
H -2.411 0.511 -0.662 -0.322 0.119 -0.038 0.40
C 1.296 3.117 2.376 0.294 0.404 -0.600 -0.92
C 0.881 2.383 3.619 -2.807 0.229 0.213 0.21
C -0.659 2.575 3.913 0.130 -0.101 -0.251 -0.83
O 1.025 0.951 3.457 1.429 0.360 0.556 -0.70
H 1.312 4.200 2.502 0.391 0.013 0.396 0.49
H 0.628 3.027 1.519 -0.383 -0.621 0.102 0.07
H 2.266 2.746 2.044 0.250 0.267 0.051 0.19
H 1.384 2.767 4.506 0.594 -0.627 -0.148 0.37
H -1.092 3.557 4.101 0.810 0.463 -0.002 0.40
H -0.955 1.990 4.784 0.143 -0.253 -0.106 0.32
H -1.218 2.239 3.040 -0.012 -0.284 0.055 -0.07
H 0.352 0.691 2.822 -0.237 0.158 0.110 0.55
C 4.432 1.366 -2.325 1.288 -0.110 -0.485 -1.53
C 3.195 1.729 -1.616 -1.494 1.647 -1.144 1.05
C 2.439 2.949 -2.249 0.707 -0.143 0.203 -1.41
O 2.346 0.607 -1.728 -0.166 -1.453 0.500 -0.42
H 4.938 0.551 -1.808 0.249 0.064 0.190 0.31
H 5.087 2.237 -2.372 0.205 -0.175 0.017 0.48
H 4.281 0.996 -3.339 -0.348 0.255 -0.079 0.27
H 3.419 1.961 -0.575 -0.072 0.002 0.220 -0.02
H 3.148 3.757 -2.431 -0.038 0.193 0.374 0.44
H 1.621 3.298 -1.619 0.149 0.041 0.213 0.35
H 1.996 2.777 -3.230 0.145 -0.671 -0.009 0.33
H 1.492 0.806 -1.337 -0.546 0.106 0.095 0.18
C -3.995 -3.743 0.094 1.511 0.784 0.546 -1.16
C -2.801 -3.938 1.119 -0.067 -0.552 -0.779 0.59
C -2.598 -5.409 1.445 -0.371 0.008 0.531 -1.48
O -1.536 -3.499 0.604 0.289 -0.165 -0.602 -0.55
H -4.971 -3.703 0.578 0.095 -0.416 0.005 0.38
H -3.934 -4.442 -0.740 -0.165 -0.358 0.338 0.31
H -3.857 -2.772 -0.380 -0.054 0.255 0.085 0.30
H -2.888 -3.287 1.989 -0.945 -0.437 0.398 0.31
H -3.472 -5.783 1.978 -0.047 -0.173 -0.100 0.38
H -1.732 -5.605 2.077 0.042 0.320 0.143 0.34
H -2.440 -6.006 0.547 -0.210 0.176 -0.168 0.35
H -1.631 -2.547 0.519 0.119 -0.065 -0.282 0.40
C 1.231 -2.493 -2.432 -0.341 -1.007 -1.481 -1.20
C 2.635 -2.722 -1.926 -0.478 -0.961 -1.761 0.42
C 3.764 -2.411 -2.940 -0.460 0.297 -0.235 -1.36
O 2.748 -1.860 -0.817 1.157 -0.791 3.675 -0.15
H 1.084 -1.529 -2.919 0.178 0.199 0.335 0.27
H 0.422 -2.704 -1.733 0.243 0.153 0.370 0.21
H 1.077 -3.219 -3.231 -0.116 -0.081 -0.212 0.46
H 2.744 -3.759 -1.609 0.037 0.057 0.379 0.50
H 3.472 -1.727 -3.736 -0.477 0.279 0.243 0.28
H 4.084 -3.281 -3.514 0.175 -0.214 0.530 0.43
H 4.587 -1.909 -2.432 0.237 -0.440 0.014 0.32
H 2.723 -0.997 -1.236 -0.263 2.399 0.002 0.34
```
Forces are in eV/Å.

## Properties
Highest occupied orbital energy (alpha / beta): -0.420 / -0.420 hartree
Charge: +1
Multiplicity: 4
<S²>: 3.75

=====

The following is a DFT calculation (the ωB97M-V functional and the def2-TZVPD basis) of C6H11NO2 in the gas phase at a distorted geometry.

Structure (XYZ):
```
20
Properties=species:S:1:pos:R:3:forces:R:3:mulliken_charge:R:1
H -1.805 0.623 2.862 -1.975 -2.885 0.930 0.34
N -2.201 -0.448 2.993 0.295 2.101 -0.137 -0.59
C -1.108 -1.045 3.137 1.592 3.564 -2.449 0.39
O -0.039 0.003 3.040 0.085 -2.558 0.659 -0.55
C -0.770 -2.407 2.522 -0.868 -0.926 0.841 0.71
O -1.681 -3.117 2.171 0.646 0.380 0.165 -0.52
C 0.682 -2.769 2.374 0.386 0.245 -0.021 -0.88
C 0.929 -4.159 1.807 -0.213 -0.204 -0.154 -0.66
C 2.416 -4.487 1.695 0.177 0.234 0.099 -0.32
C 2.676 -5.873 1.117 0.004 -0.206 -0.076 -1.28
H 0.829 -0.404 3.137 0.200 0.157 0.071 0.30
H 1.160 -2.668 3.366 -0.145 0.019 -0.196 0.39
H 1.153 -2.003 1.733 -0.071 -0.201 0.131 0.40
H 0.458 -4.233 0.814 0.077 -0.002 0.277 0.32
H 0.432 -4.908 2.442 0.075 0.196 -0.169 0.34
H 2.880 -4.408 2.691 -0.091 -0.023 -0.207 0.30
H 2.910 -3.727 1.068 -0.110 -0.161 0.130 0.31
H 3.753 -6.082 1.053 -0.298 0.049 0.008 0.37
H 2.219 -6.653 1.744 0.119 0.204 -0.172 0.31
H 2.251 -5.964 0.106 0.116 0.017 0.270 0.31
```
Forces are in eV/Å.

## Properties
Highest occupied orbital energy: -0.385 hartree

=====

The records above yield ΔE to the lowest compared entry with this formula, charge and spin values of 382.56; 219.67; 240.70 kJ/mol, respectively.